{"formula": "C8H12N3", "method": "ωB97M-V/def2-TZVPD", "elements": ["C", "C", "C", "C", "C", "C", "C", "C", "N", "N", "N", "H", "H", "H", "H", "H", "H", "H", "H", "H", "H", "H", "H"], "positions_angstrom": [[-0.1085, 3.1037, 0.4680], [0.8228, 2.0931, 0.2640], [-1.4728, 2.6952, 0.4997], [0.4172, 0.7363, 0.1262], [-0.9868, 0.5706, 0.1801], [1.3303, -0.3356, -0.0095], [-0.5932, -1.6941, -0.3665], [-0.4840, -2.6023, -1.5078], [-1.9313, 1.4670, 0.3743], [-1.4446, -0.6556, -0.4055], [1.6002, -0.9138, 1.2863], [0.0829, 4.0888, 0.7924], [1.8074, 2.4404, 0.0693], [-2.2369, 3.4791, 0.4953], [2.0776, -0.4061, -0.8267], [-0.3717, -2.2041, 0.6514], [-1.4302, -2.9469, -1.7179], [0.2367, -3.3743, -1.2978], [-0.2367, -1.9718, -2.3748], [-2.0451, -0.4538, -1.3139], [2.0791, -1.8399, 1.2808], [0.6158, -0.9897, 1.6330], [2.2719, -0.2863, 1.6993]], "nbo_charge": [-0.252, -0.127, 0.093, -0.201, 0.354, -0.240, 0.160, -0.675, -0.409, -0.582, -0.697, 0.243, 0.228, 0.211, 0.249, 0.158, 0.243, 0.240, 0.237, 0.431, 0.438, 0.462, 0.437], "charge": 1, "de_lowest_ev": 3.6616, "gap_ev": 8.7255, "homo_energy_ev": -12.08}